[1]
97
Properties=species:S:1:pos:R:3:mulliken_charge:R:1 method="wB97M-V/def2-TZVPD" lumo_energy_ev=1.144 e_homo_ev=-5.02 charge=-1 total_energy_ev=-101176.1562
C -0.122 5.958 1.372 -0.517
C -1.262 4.958 0.667 -0.506
C -0.615 3.928 -0.436 0.325
O 0.374 2.981 0.102 -0.472
Al -0.235 2.101 1.651 -0.065
N 0.784 0.429 1.755 -0.450
C 1.181 0.365 3.079 0.705
O 1.657 0.126 4.304 -0.628
P -2.481 1.517 1.640 0.687
O -3.150 1.957 3.034 -0.756
H 0.367 6.585 0.494 0.144
H -0.668 6.719 2.086 0.358
H 0.667 5.279 1.908 -0.023
H -1.960 5.703 0.048 0.337
H -1.969 4.453 1.458 0.196
H -0.024 4.613 -1.215 0.218
H -1.465 3.403 -1.086 -0.200
H 0.062 3.077 2.879 -0.106
H -2.583 0.055 1.564 -0.155
H -3.259 2.066 0.560 -0.028
C 3.609 4.926 -1.546 -1.030
N 2.564 5.653 -0.776 0.989
O 2.873 6.061 0.350 -0.508
O 1.464 5.793 -1.323 -0.589
H 4.520 4.877 -0.947 0.353
H 3.229 3.923 -1.752 0.341
H 3.784 5.482 -2.470 0.400
C -0.693 -2.659 2.984 -0.461
N -2.087 -2.952 2.557 0.916
O -2.293 -4.036 1.999 -0.534
O -2.937 -2.085 2.793 -0.513
H -0.056 -3.504 2.714 0.229
H -0.372 -1.753 2.466 0.013
H -0.703 -2.515 4.066 0.370
C -4.953 0.698 -2.444 -0.801
N -3.665 1.439 -2.531 0.855
O -2.765 1.101 -1.754 -0.423
O -3.595 2.338 -3.377 -0.552
H -4.873 -0.059 -1.662 0.272
H -5.734 1.422 -2.201 0.337
H -5.132 0.233 -3.415 0.272
C 5.303 2.603 -5.225 -0.743
N 5.136 3.324 -3.934 0.852
O 5.136 4.560 -3.972 -0.527
O 5.011 2.628 -2.920 -0.472
H 5.402 3.336 -6.029 0.307
H 6.205 1.992 -5.147 0.280
H 4.416 1.984 -5.374 0.290
C -1.303 -7.081 1.390 -0.515
N -0.307 -8.028 0.820 0.899
O 0.887 -7.728 0.932 -0.510
O -0.752 -9.045 0.276 -0.563
H -0.774 -6.236 1.834 0.204
H -1.946 -6.747 0.572 0.253
H -1.874 -7.621 2.148 0.222
C -2.885 -3.576 -1.930 -0.757
N -3.370 -2.559 -2.901 0.963
O -2.523 -2.002 -3.608 -0.467
O -4.589 -2.350 -2.927 -0.576
H -1.799 -3.657 -2.016 0.203
H -3.168 -3.239 -0.931 0.322
H -3.363 -4.525 -2.179 0.307
C -0.608 -9.163 4.959 -0.737
N -0.403 -7.706 4.734 0.827
O -1.410 -7.016 4.539 -0.486
O 0.764 -7.298 4.759 -0.493
H -1.677 -9.380 4.910 0.308
H -0.070 -9.697 4.174 0.304
H -0.211 -9.403 5.948 0.288
C -3.541 -3.224 -6.673 -0.466
N -3.572 -4.631 -7.154 0.855
O -3.928 -4.823 -8.322 -0.535
O -3.237 -5.504 -6.344 -0.511
H -3.858 -2.566 -7.486 0.318
H -4.228 -3.149 -5.828 0.204
H -2.516 -3.000 -6.374 0.128
C 4.655 3.704 3.422 -0.695
N 4.846 5.063 2.847 0.907
O 5.484 5.146 1.791 -0.526
O 4.349 6.008 3.471 -0.527
H 5.142 2.974 2.772 0.303
H 5.110 3.700 4.415 0.274
H 3.581 3.517 3.477 0.252
C 1.907 6.694 6.693 -0.759
N 1.877 5.286 6.212 0.795
O 1.521 5.094 5.044 -0.348
O 2.212 4.414 7.022 -0.531
H 1.591 7.352 5.880 0.294
H 1.221 6.769 7.538 0.299
H 2.933 6.918 6.992 0.280
C 1.064 -3.045 -5.125 -0.798
N 0.506 -3.519 -3.830 0.879
O -0.571 -4.126 -3.867 -0.466
O 1.164 -3.269 -2.814 -0.512
H 0.384 -3.333 -5.930 0.281
H 1.154 -1.958 -5.067 0.310
H 2.039 -3.518 -5.257 0.311


[2]
24
Properties=species:S:1:pos:R:3:nbo_charge:R:1 method="wB97M-V/def2-TZVPD" lumo_energy_ev=2.738 e_homo_ev=-1.95 charge=-1 total_energy_ev=-29630.4364
O -2.626 -3.039 -3.963 -0.576
C -3.110 -3.992 -3.123 0.845
F -3.780 -5.246 -3.607 -0.405
C -2.865 -3.709 -1.494 -0.330
N -1.372 -3.539 -1.326 -0.935
S -0.964 -2.265 -0.205 -0.020
H -3.224 -4.656 -0.870 0.154
H -3.510 -2.803 -1.100 0.195
H 0.293 -2.651 0.361 0.079
C 1.336 3.134 -1.085 -0.639
C 1.603 1.672 -0.768 -0.079
O 2.232 1.526 0.511 -0.500
C 1.423 1.695 1.587 0.984
O 0.230 1.950 1.557 -0.635
O 2.177 1.559 2.707 -0.503
C 1.465 1.823 3.914 -0.256
H 2.258 3.719 -1.007 0.199
H 0.929 3.242 -2.094 0.216
H 0.623 3.573 -0.381 0.223
H 2.299 1.266 -1.510 0.190
H 0.689 1.070 -0.820 0.220
H 0.561 1.209 3.985 0.203
H 1.214 2.887 3.972 0.181
H 2.118 1.574 4.756 0.188


[3]
89
Properties=species:S:1:pos:R:3:mulliken_charge:R:1 method="wB97M-V/def2-TZVPD" lumo_energy_ev=-3.738 e_homo_ev=-11.09 charge=+1 total_energy_ev=-84095.4315
Ta 0.369 0.577 0.136 2.714
C 0.262 -0.912 3.405 -1.251
N -0.479 0.160 2.697 0.510
C -1.892 -0.225 2.676 -1.593
C -2.664 0.694 1.781 -1.275
N -2.299 0.503 0.347 1.605
C -3.084 1.571 -0.342 -1.639
C -2.767 -0.814 -0.104 -0.194
C -4.105 -1.043 -0.416 -0.741
C -4.532 -2.299 -0.815 -1.015
C -3.629 -3.348 -0.893 -0.817
C -2.303 -3.139 -0.565 -0.852
C -1.869 -1.875 -0.168 0.598
S -0.161 -1.731 0.265 -0.277
C -0.198 1.407 3.394 -0.294
C -0.993 1.947 4.390 -0.343
C -0.590 3.118 5.023 -1.008
C 0.605 3.729 4.676 -0.757
C 1.405 3.177 3.685 -0.810
C 0.997 2.017 3.046 1.035
S 1.982 1.244 1.804 -0.539
H -0.131 -0.999 4.421 0.429
H 1.319 -0.670 3.451 0.387
H 0.122 -1.855 2.882 0.439
H -2.323 -0.246 3.681 0.409
H -1.939 -1.250 2.310 0.779
H -2.446 1.734 2.027 0.926
H -3.741 0.543 1.897 0.575
H -3.040 1.442 -1.418 0.276
H -2.702 2.543 -0.062 0.180
H -4.124 1.525 -0.022 0.782
H -4.827 -0.243 -0.356 0.431
H -5.572 -2.454 -1.066 0.453
H -3.957 -4.329 -1.208 0.437
H -1.589 -3.950 -0.621 0.565
H -1.924 1.481 4.684 0.404
H -1.217 3.548 5.792 0.436
H 0.912 4.640 5.170 0.419
H 2.334 3.651 3.397 0.504
C 2.288 -0.277 -0.361 -1.827
Si 2.722 -0.843 -2.100 -1.429
C 1.696 0.314 -3.164 -0.768
N 0.264 0.348 -2.784 0.928
C -0.413 1.379 -3.643 -1.061
C -0.724 0.906 -5.055 -0.866
C -1.759 -0.230 -5.029 -0.820
C -1.757 -0.898 -3.654 -0.655
C -0.329 -0.992 -3.146 -0.570
C 4.503 -0.432 -2.459 0.717
C 5.438 -1.416 -2.787 -0.202
C 6.765 -1.087 -3.029 -0.746
C 7.179 0.233 -2.946 -0.517
C 6.267 1.228 -2.617 -0.815
C 4.944 0.894 -2.375 -0.463
C 2.449 -2.663 -2.397 0.853
C 2.506 -3.153 -3.707 -0.012
C 2.349 -4.503 -3.978 -0.906
C 2.139 -5.397 -2.935 -0.582
C 2.099 -4.936 -1.628 -0.731
C 2.255 -3.580 -1.365 -0.005
H 2.991 0.547 -0.200 0.979
H 2.532 -1.035 0.386 1.215
H 1.805 0.117 -4.236 0.433
H 2.115 1.311 -2.988 0.603
H 0.226 2.258 -3.654 0.657
H -1.353 1.664 -3.170 0.262
H 0.186 0.598 -5.572 0.246
H -1.100 1.767 -5.609 0.471
H -1.497 -0.980 -5.777 0.376
H -2.755 0.131 -5.288 0.407
H -2.165 -1.907 -3.721 0.487
H -2.385 -0.370 -2.934 -0.072
H 0.286 -1.423 -3.940 0.310
H -0.236 -1.662 -2.300 0.229
H 5.133 -2.453 -2.854 0.298
H 7.476 -1.862 -3.282 0.416
H 8.213 0.490 -3.135 0.391
H 6.588 2.259 -2.549 0.426
H 4.250 1.687 -2.113 0.230
H 2.684 -2.473 -4.534 0.475
H 2.397 -4.860 -4.998 0.437
H 2.020 -6.452 -3.142 0.400
H 1.955 -5.632 -0.812 0.472
H 2.229 -3.247 -0.334 0.248
F 0.000 4.474 -0.756 -0.215
B 0.104 3.187 -0.478 -0.433
F -0.255 2.778 0.854 -0.072
F 1.385 2.564 -0.707 -0.234
F -0.710 2.279 -1.218 0.145


| no. | Kohn-Sham gap (eV) |
| --- | --- |
| 1 | 6.162 |
| 2 | 4.691 |
| 3 | 7.357 |